ORCA calculation (ωB97M-V with the def2-TZVPD basis set) on C41H44N11O6STa as an isolated structure.

Geometry as XYZ:
```
104
Properties=species:S:1:pos:R:3:forces:R:3
Ta -0.268 -0.730 -0.354 -0.5799 0.4673 0.1843
S 0.392 -3.130 0.201 -0.4622 0.2544 -0.8565
O 1.775 1.234 -1.979 0.0309 0.0996 -0.1691
O 7.636 -0.769 1.379 -0.0366 0.0169 -0.0245
O 7.820 3.036 -1.628 -0.0489 -0.0283 0.0153
O 5.717 -1.652 1.808 -0.0365 0.0191 -0.0592
O 1.812 -0.490 -0.547 0.7509 0.6072 -0.5624
O 6.001 3.749 -2.544 0.0024 -0.0528 0.0214
N -0.889 -3.598 5.096 0.0078 -0.0581 -0.1985
N -0.185 -0.843 -2.669 0.1231 -0.1118 0.7925
N 1.325 -0.870 2.177 -0.0799 -0.3169 0.0916
N -1.346 0.084 2.436 -0.0645 -0.1461 0.0980
N -1.996 -1.218 -0.174 -0.1260 -0.1431 0.2184
N 0.262 1.606 0.482 -0.2962 -0.1883 0.7434
N 6.636 2.972 -1.865 0.0089 0.0081 -0.0211
N 6.448 -0.883 1.207 0.0530 0.0003 -0.0435
N 1.188 3.178 1.934 -0.1313 0.0823 -0.0516
N -1.175 1.187 -1.364 -0.0158 -1.1147 -0.0613
N -1.707 2.186 -0.578 0.2543 0.1120 -0.0285
C -1.203 1.300 -2.618 -0.1791 0.3852 -0.3727
C -4.334 -1.066 0.573 0.1078 0.1316 0.0835
C -1.461 -2.266 3.077 -0.0765 0.1481 0.2640
C -0.017 3.879 2.102 0.0781 0.0130 0.0494
C 1.220 -1.369 3.563 -0.1003 0.0270 -0.0696
C -5.760 -3.009 0.395 -0.0019 0.0054 -0.0168
C 0.619 -1.825 -4.686 -0.0168 -0.0163 -0.0264
C 4.488 -0.212 -0.110 -0.0751 -0.0502 0.0245
C -0.494 0.280 -4.750 -0.0071 0.0334 -0.1882
C 0.129 -0.764 -5.421 0.0081 -0.0047 -0.0618
C -2.440 5.188 2.374 -0.0065 0.0119 0.0383
C -1.259 -0.822 3.592 0.1445 0.0118 -0.1016
C 6.548 1.016 -0.372 0.2091 0.0192 0.0312
C -4.759 -3.672 -0.297 -0.0550 -0.0175 -0.0157
C 1.662 -3.895 -0.790 0.1848 0.0732 0.2790
C -0.902 2.383 0.403 0.1180 0.2531 0.0039
C 0.441 -1.828 -3.311 -0.0223 0.0133 0.0025
C 5.815 -0.005 0.196 -0.0330 -0.0123 0.0695
C 5.885 1.842 -1.259 0.0700 0.1074 -0.0157
C -1.122 3.449 1.373 0.0433 -0.0862 -0.0846
C -2.344 4.109 1.522 -0.0161 -0.0379 -0.0570
C -0.106 4.970 2.958 0.0942 0.0212 0.0645
C 2.378 0.486 -1.236 -0.1692 -0.5650 0.0952
C 1.305 -4.686 -1.882 0.0390 -0.1453 0.0839
C -0.501 -3.297 3.642 0.0909 0.1337 -0.2175
C 0.973 -2.887 3.578 0.0099 0.0336 0.1154
C -0.624 0.211 -3.383 -0.0133 -0.0795 -0.0958
C 3.845 0.648 -0.991 0.1248 -0.2020 0.2562
C 3.973 -4.481 -1.150 0.0232 0.0405 0.0097
C -2.547 -3.797 -1.432 -0.1870 0.0113 0.1051
C 3.001 -3.812 -0.417 0.0493 0.0302 -0.1095
C -5.550 -1.701 0.791 -0.0264 -0.0063 0.0415
C -3.285 -1.777 -0.046 0.2832 0.1559 -0.1118
C 2.283 -5.337 -2.624 -0.0273 0.0500 0.0498
C 1.243 2.068 1.193 0.0607 0.1068 -0.1220
C -4.230 0.390 0.962 -0.0252 -0.1128 -0.0303
C -1.316 5.622 3.083 -0.0552 0.0173 -0.0223
C 0.099 -0.624 4.277 0.0105 0.0201 -0.2163
C -3.538 -3.069 -0.557 0.2013 -0.0849 -0.1127
C 3.620 -5.231 -2.262 -0.0375 -0.0081 -0.0213
C 4.552 1.688 -1.576 -0.0976 0.0962 -0.1482
H 2.190 1.537 1.196 0.0055 0.0752 -0.0814
H 1.523 -3.337 4.412 -0.0227 0.0132 -0.0160
H -0.642 -4.236 3.109 -0.0356 -0.0821 0.1010
H -2.260 -0.012 2.009 0.0049 0.0819 -0.0060
H 7.589 1.177 -0.132 -0.0041 -0.0186 -0.0003
H -1.263 1.049 2.744 -0.1198 0.0087 0.0893
H -3.085 -4.452 -2.117 0.0151 0.0335 -0.0029
H 0.815 -2.637 -2.708 0.0390 -0.0479 0.0530
H 2.123 -1.294 1.716 -0.0545 -0.0345 -0.0944
H -0.859 1.150 -5.280 -0.0175 -0.0377 0.0169
H 5.011 -4.423 -0.846 -0.0204 0.0167 0.0058
H 1.136 -2.649 -5.157 -0.0213 -0.0017 0.0314
H 1.996 -5.940 -3.477 0.0067 -0.0121 0.0488
H 3.288 -3.242 0.460 -0.0169 -0.0093 -0.0276
H 4.073 2.369 -2.266 -0.0142 -0.0059 0.0298
H -6.353 -1.144 1.261 0.0340 -0.0189 -0.0108
H -1.863 -4.406 -0.845 0.0454 0.0124 0.0027
H 0.326 0.447 4.299 -0.0285 -0.0298 0.0938
H 0.764 5.306 3.512 -0.0374 -0.0054 -0.0285
H -3.194 3.767 0.946 0.0156 0.0351 -0.0024
H -5.120 0.918 0.618 0.0258 0.0159 -0.0045
H 2.025 3.529 2.374 0.0341 -0.0306 0.0044
H 0.256 -4.819 -2.124 0.0338 0.0562 -0.0415
H -1.390 6.485 3.732 -0.0056 -0.0402 0.0032
H 3.956 -1.039 0.331 -0.0059 0.0127 0.0135
H -1.303 -2.264 2.002 -0.0202 -0.0766 -0.0661
H -0.323 -4.356 5.478 0.0328 -0.0162 0.0300
H -2.496 -2.589 3.233 0.0165 0.0040 -0.0816
H -4.197 0.524 2.049 -0.0249 0.0007 -0.0149
H -3.366 0.872 0.514 -0.0063 0.0478 -0.0226
H 0.063 -0.932 5.329 0.0277 0.0398 0.0012
H 1.496 0.121 2.205 0.0753 0.0428 0.1813
H -2.044 -0.583 4.316 -0.0492 -0.0303 0.0914
H -0.750 -2.773 5.680 -0.0090 0.0224 0.0756
H -1.577 2.192 -3.113 -0.1324 -0.0569 0.0409
H -4.937 -4.673 -0.672 0.0031 0.0372 -0.0218
H 0.234 -0.740 -6.498 0.0253 0.0222 0.0262
H -3.381 5.709 2.483 0.0363 -0.0119 0.0053
H 4.380 -5.752 -2.829 -0.0198 0.0158 0.0011
H -1.951 -3.094 -2.012 0.0444 -0.0116 -0.0167
H 2.155 -1.188 4.099 0.0554 0.0260 0.0306
H 1.388 -3.315 2.668 0.0065 -0.0665 0.0102
H -1.871 -3.871 5.158 -0.0309 -0.0075 0.0151
H -6.714 -3.489 0.574 0.0381 0.0038 -0.0002
```
Forces are in eV/Å.

The value obtained for the HOMO-LUMO gap is 6.894 eV. Its total charge is +2.

***

ORCA calculation (ωB97M-V with the def2-TZVPD basis set) on a 2-piece molecular cluster, C41H44N3O overall.

Geometry as XYZ:
```
89
Properties=species:S:1:pos:R:3:forces:R:3
O 1.391 -0.424 0.748 -0.0294 -0.4804 0.9258
N 0.518 -0.467 4.117 0.6075 -0.1319 0.3261
N -0.891 -1.355 -2.991 -0.1954 1.4250 0.9461
N 0.509 -1.870 2.341 0.3818 0.8132 -1.3803
C -4.285 3.154 2.602 -0.5386 -0.0379 0.3284
C -3.959 -3.118 -2.536 -0.0184 -0.3588 -0.2082
C 0.992 -4.186 4.448 0.1288 -0.3804 0.0321
C 5.038 2.665 5.131 0.0011 -0.0025 -0.2714
C -0.723 0.175 4.181 -0.9639 0.4821 -0.9969
C -6.969 -0.768 0.720 0.0942 0.1831 -0.1190
C -5.046 2.882 3.754 0.4125 -0.0643 -0.1908
C -3.473 -0.375 -0.655 0.2816 0.1024 -0.7041
C -3.823 -4.207 -3.423 0.1339 0.2625 0.3133
C -7.689 -1.087 -0.442 0.3046 0.0579 0.0398
C -2.569 1.585 3.337 -1.4391 0.5926 0.4592
C -0.866 -2.556 4.333 0.0758 0.0252 0.0790
C 1.565 -2.769 4.350 -0.0786 0.1410 0.5147
C -5.702 -0.622 -1.749 0.2020 -0.3294 0.0537
C -1.318 0.870 3.167 1.3215 -0.6322 0.8634
C 4.989 3.599 4.088 0.0545 -0.2805 -0.0281
C -1.804 -2.367 -3.284 -0.7271 -0.2959 0.3821
C -4.555 1.984 4.714 -0.0128 0.1209 -0.3770
C 1.172 -0.742 1.924 -0.5621 -0.0046 -1.1239
C -0.640 0.658 -1.579 -0.1457 0.5718 0.2725
C -0.552 -4.052 4.418 -0.2021 -0.4851 -0.1349
C -4.912 -0.454 -0.577 -0.9534 -0.1194 0.1643
C 2.923 -0.140 3.663 0.4759 -0.1508 -0.1336
C 4.435 1.416 4.978 -0.3697 0.2294 -0.3707
C -2.679 -4.368 -4.225 -0.0659 0.4669 0.2196
C -7.053 -0.916 -1.678 0.3254 0.0872 0.0218
C -2.942 -2.169 -2.459 0.2201 -0.4016 -0.9497
C -3.068 2.518 2.390 0.5638 -0.8692 0.3692
C 4.381 3.261 2.872 0.0249 -0.1839 0.1263
C 0.433 -1.233 -3.580 0.4697 0.2096 -0.1773
C 0.408 -1.910 3.785 0.4992 0.3381 0.6980
C -1.651 -3.416 -4.179 -0.3330 -0.2355 0.1895
C -3.342 1.343 4.503 -0.0007 0.0765 -0.5818
C 1.476 0.087 3.158 -0.1287 -0.4332 0.0821
C -2.684 -0.963 -1.656 -0.9174 0.0413 0.4824
C 3.768 2.015 2.717 0.1547 0.3719 0.4759
C -9.097 -1.604 -0.408 -0.2617 -0.0449 0.1301
C -5.635 -0.374 0.656 0.4882 -0.2966 -0.4107
C -1.391 -0.508 -2.058 0.7406 -1.3881 -0.4849
C 0.215 -2.958 1.432 -0.1576 0.0578 0.1346
C 3.737 1.127 3.795 0.0713 -0.0888 -0.1004
H 0.514 -0.296 -4.150 -0.0495 -0.3275 0.1124
H -1.355 1.399 -1.201 0.3283 -0.0956 -0.0975
H 1.208 -1.231 -2.798 -0.3390 -0.0410 -0.2078
H -5.127 1.768 5.616 0.1048 0.0871 -0.2733
H -1.743 -2.307 3.720 0.2097 -0.1023 0.1854
H 1.271 1.146 2.966 0.1193 -0.2885 0.1054
H -2.589 -5.238 -4.877 -0.0699 0.3466 0.1475
H -2.487 2.697 1.474 -0.2396 0.0701 0.4284
H -5.223 -0.544 -2.725 -0.0790 -0.0569 0.2272
H 5.543 2.907 6.068 -0.1134 -0.0208 -0.2996
H -2.961 0.199 0.127 -0.1458 0.0404 -0.2730
H -0.956 -4.558 3.529 0.0939 0.0124 0.3358
H 4.375 3.964 2.040 0.0675 -0.0872 0.2199
H 1.338 -4.697 5.359 -0.0968 0.1532 -0.3478
H -4.845 -3.005 -1.908 0.2209 -0.2144 -0.3156
H -0.859 -3.187 1.467 0.2675 -0.1164 -0.0509
H -9.497 -1.653 0.609 0.1066 0.0366 -0.1605
H -2.999 0.593 5.219 -0.2109 0.3902 -0.1548
H 0.477 -2.633 0.422 -0.0180 -0.0236 0.2001
H -4.622 -4.950 -3.487 0.2967 0.2913 0.0803
H 0.805 -3.846 1.689 -0.2020 0.0886 -0.1332
H -7.634 -1.061 -2.587 0.1835 0.0525 0.0865
H -9.776 -0.988 -1.012 0.2052 -0.0205 0.1129
H -0.767 -3.493 -4.811 -0.2527 -0.1386 0.1819
H 2.858 -0.612 4.648 0.0223 0.0724 -0.2506
H 5.461 4.574 4.210 -0.1693 -0.2614 -0.0314
H -6.017 3.354 3.896 0.2947 -0.0283 -0.0337
H 3.290 1.730 1.777 0.0878 0.1803 0.2284
H -4.667 3.861 1.862 0.1328 -0.2251 0.2295
H -1.196 0.009 5.153 -0.0288 0.3192 -0.4884
H 2.469 -2.715 3.729 -0.3436 -0.0439 0.1645
H 0.613 -2.077 -4.254 -0.0877 0.3270 0.2533
H 4.469 0.669 5.776 -0.0738 0.3277 -0.1973
H -1.011 -4.522 5.301 0.0802 0.2100 -0.3684
H -0.810 0.954 2.196 -0.1630 0.0394 0.4339
H 3.435 -0.852 2.985 -0.0977 0.3207 0.2794
H -7.480 -0.829 1.681 0.1957 0.1258 -0.1775
H -9.141 -2.614 -0.837 0.0758 0.1705 0.1011
H 1.830 -2.376 5.343 -0.1333 -0.1730 -0.2083
H -1.037 -2.158 5.342 0.0707 -0.0333 -0.2337
H -5.111 -0.046 1.554 -0.0574 -0.2615 -0.0628
H 1.336 -4.784 3.593 -0.0818 0.0204 0.3082
H -0.050 1.117 -2.382 -0.0893 -0.1064 0.2756
H 0.025 0.366 -0.749 0.0464 0.0237 -0.2175
```
Forces are in eV/Å.

The value obtained for the HOMO-LUMO gap is 5.519 eV. Its total charge is +1.

***

ORCA calculation (ωB97M-V with the def2-TZVPD basis set) on C41H45AuO6Si as an isolated structure.

Geometry as XYZ:
```
94
Properties=species:S:1:pos:R:3:forces:R:3
Au -0.298 -0.094 -0.179 0.8305 -0.7732 3.6552
Si 0.003 0.972 4.564 -0.2304 -0.1986 -1.6262
O -0.586 -0.165 -2.039 0.6812 1.9422 -4.7451
O 0.076 0.587 3.043 0.0056 0.6659 1.2027
O 1.859 -1.283 -8.174 0.6053 0.0768 0.7104
O -0.411 -3.043 -7.442 -0.1034 0.5800 -0.4461
O 2.732 -1.328 -6.079 -0.8475 0.1415 -1.1499
O -1.002 -1.081 -8.402 1.0136 -1.3612 1.6770
C 2.319 -1.930 1.011 0.2988 0.9430 -0.1600
C 3.382 0.962 7.029 -0.3740 0.2218 -0.2437
C -0.434 -1.697 -7.493 -1.7336 1.4687 -0.6782
C 1.961 -0.873 5.475 0.3231 0.0731 0.3519
C -3.887 -0.001 5.640 0.3684 0.1063 0.0039
C 2.158 -0.680 1.675 0.1290 -0.0598 -0.4009
C -0.951 4.720 6.143 0.1346 0.2163 -0.2320
C -2.761 0.577 5.039 -0.4710 -0.3682 0.3821
C -1.796 -1.701 2.103 -0.2138 -0.3026 -0.2061
C 3.099 -1.282 6.188 -0.5188 0.0811 -0.3584
C -1.981 -0.458 1.495 -1.2453 -0.3692 -0.8037
C -3.727 -0.904 6.699 0.1676 0.1388 -0.1445
C 0.317 -1.016 -6.307 0.6710 -1.3185 -2.4149
C -1.309 2.504 -3.348 -0.6517 0.9375 -0.0796
C 1.813 0.313 0.722 1.3670 -0.9057 -0.3129
C -2.444 -1.225 7.148 0.1003 0.0395 -0.0290
C -0.383 1.655 -4.095 0.3691 -1.2919 1.8231
C 2.141 -1.745 -0.362 0.0961 0.9392 -0.2159
C 1.053 1.735 -3.802 1.2312 0.7921 -0.3243
C -2.414 -2.144 -0.073 -0.2701 0.0629 0.3661
C -0.369 5.589 5.205 0.0142 -0.1053 0.0498
C -2.378 -0.696 0.080 -0.1594 -0.1778 1.5844
C -0.183 2.830 4.857 -0.1198 -0.6045 -0.0112
C 3.806 -0.365 6.965 -0.2792 0.1811 -0.1226
C 1.849 -0.320 -0.611 0.5647 -0.4454 1.4141
C -1.212 -1.094 -2.770 -0.4740 -0.4276 -0.2584
C -1.318 -0.655 6.539 -0.7845 0.0053 0.0035
C 3.201 -1.518 -8.631 -0.3232 0.0354 0.0339
C -0.901 0.567 -4.909 -1.2841 -0.4639 0.3042
C -2.050 -2.731 1.138 -0.4153 0.4058 0.1938
C -1.475 0.244 5.477 0.1609 -0.1177 0.2859
C -1.032 -3.639 -8.592 0.2035 -0.0214 0.3039
C -1.043 -0.925 -4.302 -0.2476 0.2283 -0.8599
C -0.095 0.453 -6.192 0.4012 -0.5063 -0.5833
C 1.772 -1.221 -6.818 0.4849 0.2075 1.4721
C 1.510 0.460 5.550 0.5330 -0.1522 0.3446
C 0.102 -1.689 -4.971 0.1389 -0.0204 0.7442
C 0.362 3.680 3.897 -0.0855 0.8710 0.3777
C 0.289 5.064 4.081 -0.2054 0.0489 0.2643
C 2.241 1.376 6.319 0.3676 -0.4333 0.2559
C -0.860 3.337 5.965 0.2452 0.9613 -0.1975
H 0.838 3.268 3.012 -0.0534 -0.1059 0.1321
H -2.894 1.293 4.221 0.0893 -0.2986 0.2167
H -0.089 -2.764 -5.088 0.0566 0.2969 0.1613
H 1.341 2.121 -2.811 -0.5054 -0.2075 -0.1650
H 2.341 -0.514 2.737 -0.4804 -0.0208 -0.4129
H 3.884 -0.776 -8.219 -0.0357 -0.0588 -0.0476
H 4.682 -0.681 7.514 0.0897 -0.0237 0.0498
H 0.740 5.738 3.352 -0.1299 -0.0975 0.1340
H -2.732 -2.671 -0.967 0.1668 0.0644 0.1001
H -0.685 0.708 -7.066 0.0143 0.1111 -0.0909
H 3.522 -2.515 -8.331 0.0590 0.0495 -0.0068
H -0.430 6.680 5.349 0.0225 -0.5753 -0.0712
H -0.887 -4.701 -8.447 -0.0796 -0.2179 -0.1036
H -0.317 -0.905 6.895 -0.2796 0.0320 -0.0763
H -2.942 0.034 -0.507 0.1491 -0.3339 0.0880
H -1.472 5.125 7.012 0.0874 -0.0230 -0.1852
H -0.945 2.928 -2.404 0.1756 -0.2697 -0.2054
H -2.001 0.507 1.985 0.1872 -0.2678 -0.1027
H 2.616 -2.846 1.513 -0.2309 -0.0102 -0.1447
H -1.564 -1.868 3.155 0.2130 0.1527 -0.3809
H 3.417 -2.323 6.121 0.0346 0.2352 0.0592
H 2.258 -2.496 -1.140 -0.1115 0.1356 0.1449
H 3.926 1.695 7.627 -0.0199 -0.2177 -0.0957
H 1.411 -1.596 4.852 0.2911 0.3923 0.2671
H 1.910 2.424 6.366 0.1971 -0.4806 0.0297
H 3.132 -1.440 -9.708 0.1372 -0.0073 -0.1869
H -2.308 -1.924 7.977 -0.1116 0.1370 -0.1860
H -1.969 -1.344 -4.760 0.2651 0.3217 0.2186
H 2.072 0.213 -1.536 -0.3455 -0.2696 0.2028
H -4.603 -1.351 7.171 0.1832 0.0666 -0.0920
H -2.295 2.063 -3.149 0.2711 -0.1110 -0.1052
H 0.800 1.081 -6.205 -0.1675 0.0078 0.1950
H 1.004 -1.564 -4.375 0.1655 -0.0474 0.0512
H -0.542 -3.293 -9.502 -0.0586 -0.0319 0.0227
H -2.029 -3.806 1.368 0.1353 0.4856 -0.2736
H 1.669 0.836 -3.973 -0.5008 0.1539 -0.0417
H 1.774 1.379 0.911 0.0013 -0.1264 0.0182
H -2.291 -1.017 -2.566 -0.2507 -0.6341 -0.1361
H -2.090 -3.381 -8.627 0.0602 -0.0315 -0.0287
H -4.881 0.259 5.278 0.1481 -0.1019 0.1061
H -1.928 0.870 -5.148 -0.0022 -0.1496 -0.2001
H -0.808 -2.074 -2.460 -0.5803 -0.4435 -0.4254
H -1.319 2.669 6.688 0.0768 -0.0075 -0.0593
H 1.394 2.503 -4.521 0.7298 -0.0050 0.1154
H -1.459 3.337 -4.051 -0.5321 0.5867 0.3106
```
Forces are in eV/Å.

The value obtained for the HOMO-LUMO gap (spin up / spin down) is 3.985 / 3.907 eV. Its total charge is -2. The multiplicity is 3.

***

no.,maximum force (eV Å⁻¹)
1,1.1
2,1.7
3,5.2